{
  "formula": "C18H28N6O4",
  "method": "ωB97M-V/def2-TZVPD",
  "symbols": ["C", "N", "C", "O", "N", "C", "N", "C", "N", "C", "C", "O", "C", "H", "H", "C", "N", "C", "C", "O", "C", "C", "H", "H", "H", "H", "H", "H", "H", "H", "H", "H", "C", "N", "C", "C", "O", "C", "C", "H", "H", "H", "H", "H", "H", "H", "H", "H", "H", "C", "H", "H", "H", "H", "H", "H"],
  "positions_angstrom": [[-4.9037, -2.4791, 1.4064], [-4.2297, -1.3873, 0.7216], [-5.0366, -0.4737, 0.0542], [-6.2447, -0.5770, 0.0445], [-4.3973, 0.5563, -0.6025], [-3.0409, 0.6395, -0.5662], [-2.2619, 1.5763, -1.1482], [-1.0222, 1.2373, -0.8336], [-0.9634, 0.1293, -0.0627], [-2.2645, -0.2834, 0.1169], [-2.8350, -1.3904, 0.8194], [-2.2460, -2.2608, 1.4324], [0.2039, -0.5353, 0.4498], [-0.0315, -0.9398, 1.4356], [1.0000, 0.2056, 0.5319], [0.6329, -1.6917, -0.4665], [1.9619, -2.1386, -0.1038], [2.2012, -3.5438, -0.3839], [3.5711, -3.9294, 0.1758], [4.5973, -3.1447, -0.3862], [4.3603, -1.7794, -0.1436], [3.0109, -1.3399, -0.7125], [2.8476, -0.2859, -0.4829], [3.0241, -1.4662, -1.8113], [5.1782, -1.2357, -0.6199], [4.3705, -1.5849, 0.9395], [3.8103, -4.9659, -0.0668], [3.5591, -3.7997, 1.2680], [1.4290, -4.1389, 0.1061], [2.1823, -3.7524, -1.4685], [-0.0687, -2.5172, -0.3297], [0.5787, -1.3672, -1.5212], [0.1714, 1.9884, -1.3131], [1.0925, 2.2962, -0.2306], [2.3404, 2.8633, -0.7158], [3.2853, 3.0531, 0.4719], [2.7217, 3.8971, 1.4455], [1.4946, 3.3791, 1.9019], [0.5057, 3.1968, 0.7508], [-0.4221, 2.7606, 1.1249], [0.2784, 4.1791, 0.3034], [1.1113, 4.0951, 2.6301], [1.6588, 2.4081, 2.3939], [4.2142, 3.5282, 0.1528], [3.5110, 2.0697, 0.9137], [2.7908, 2.1757, -1.4356], [2.1764, 3.8361, -1.2096], [0.7108, 1.3727, -2.0418], [-0.1942, 2.8906, -1.8293], [-5.1647, 1.5467, -1.3253], [-4.8873, 1.5289, -2.3790], [-4.9551, 2.5371, -0.9223], [-6.2184, 1.3033, -1.2069], [-4.8385, -2.3367, 2.4856], [-5.9446, -2.4892, 1.0948], [-4.4118, -3.4160, 1.1482]],
  "forces_ev_per_a": [[-0.1665, -0.2616, 0.0991], [-0.0017, -0.2322, 0.1209], [-0.0707, 0.2135, -0.1581], [-0.2891, -0.0328, 0.0251], [-0.1082, -0.0155, 0.0103], [1.1169, -0.7119, 0.5234], [-0.4210, 0.2829, -0.2103], [-0.0428, -0.1993, 0.1145], [-0.3359, 0.3808, -0.1584], [-0.6283, 0.4827, -0.3470], [0.1338, 0.2670, -0.1813], [0.1270, -0.1274, 0.1107], [0.6507, -0.5910, 0.0733], [0.0514, 0.0845, -0.0852], [-0.1580, -0.1454, 0.0324], [-0.0457, 0.1494, 0.1721], [-0.0976, -0.0074, -0.0277], [0.3241, -0.0887, 0.1443], [-0.3534, -0.2186, -0.0355], [0.1024, -0.0370, -0.1325], [-0.1142, 0.3670, -0.1036], [0.3168, -0.1418, 0.1705], [0.0049, 0.0797, -0.0214], [-0.0301, 0.0454, 0.0540], [-0.0601, 0.0259, 0.0636], [0.0197, 0.0295, -0.0803], [-0.0568, 0.0356, 0.0667], [-0.0110, -0.0477, -0.0655], [0.0002, -0.0315, -0.0376], [-0.0302, -0.0188, 0.0514], [-0.0090, 0.0240, -0.0619], [-0.0185, -0.0425, 0.0241], [0.2359, 0.0433, 0.0110], [-0.0020, 0.2058, -0.1460], [0.2102, -0.0128, 0.2790], [0.0678, -0.0792, -0.3880], [0.0499, 0.1574, 0.0162], [-0.3990, -0.0219, -0.0115], [0.2261, 0.0147, 0.2938], [-0.0293, 0.0540, 0.0517], [-0.0387, -0.0337, 0.0145], [-0.0245, -0.0969, -0.0121], [-0.0392, 0.0750, -0.0065], [-0.0274, -0.0915, -0.0077], [0.0112, 0.0606, -0.0493], [0.0185, 0.0252, -0.0298], [0.0192, -0.0384, -0.0262], [-0.0135, 0.0718, -0.0307], [0.0163, -0.1194, 0.0070], [-0.2181, 0.1712, -0.1295], [-0.0349, 0.0406, 0.0056], [-0.0318, 0.0082, -0.0419], [0.1331, 0.0512, -0.0292], [-0.0121, -0.0588, -0.0268], [0.1282, 0.0044, 0.0477], [-0.0448, 0.0524, 0.0589]],
  "lowdin_charge": [-0.005, 0.033, -0.433, 0.070, 0.009, -0.219, 0.204, -0.275, 0.045, -0.054, -0.372, 0.075, -0.092, 0.134, 0.102, -0.158, -0.171, -0.166, -0.196, -0.131, -0.198, -0.166, 0.104, 0.133, 0.125, 0.128, 0.125, 0.127, 0.127, 0.132, 0.119, 0.130, -0.107, -0.192, -0.168, -0.195, -0.126, -0.188, -0.152, 0.127, 0.135, 0.128, 0.128, 0.128, 0.122, 0.120, 0.132, 0.130, 0.134, -0.005, 0.095, 0.095, 0.088, 0.102, 0.087, 0.095],
  "homo_energy_ha": -0.308,
  "smiles": "Cn1c(=O)c2c(nc(CN3CCOCC3)n2CCN2CCOCC2)n(C)c1=O",
  "gap_ev": 8.9975,
  "lumo_energy_ev": 0.626,
  "e_above_lowest_ev": 1.829
}


{
  "formula": "C18H28NO5P2Pr",
  "method": "ωB97M-V/def2-TZVPD",
  "symbols": ["Pr", "P", "C", "C", "N", "C", "C", "C", "C", "C", "P", "H", "H", "H", "H", "H", "H", "H", "H", "O", "H", "H", "O", "H", "C", "H", "H", "H", "C", "H", "H", "H", "C", "H", "H", "H", "C", "H", "H", "H", "O", "C", "C", "C", "C", "C", "C", "C", "O", "O", "H", "H", "H", "H", "H"],
  "positions_angstrom": [[0.0723, 0.6092, -0.4542], [2.5071, -1.1982, -0.2325], [2.2811, -1.4406, -1.9671], [1.0461, -1.6524, -2.6585], [-0.1529, -1.0212, -2.2546], [-1.2969, -1.4901, -2.8046], [-1.2628, -2.4964, -3.7500], [-0.1012, -3.0415, -4.2336], [1.0795, -2.5542, -3.7364], [-2.6334, -0.9322, -2.3235], [-2.5224, 0.6764, -1.4268], [2.0617, -2.9132, -4.0472], [-2.2020, -2.8573, -4.1093], [-0.0658, -3.8185, -4.9749], [-3.3240, -0.8244, -3.1558], [-3.0629, -1.6706, -1.6347], [2.4802, 0.8076, -2.5708], [3.2091, -1.3574, -2.6056], [0.7584, 3.5413, -1.1588], [2.0371, 1.4537, -2.0990], [2.0063, 2.0649, -2.8419], [-0.1267, 2.3965, 1.3562], [-0.1717, 3.2326, -1.2623], [-0.5642, 3.9283, -0.6134], [-2.7536, 1.8349, -2.8017], [-3.6993, 1.6011, -3.3030], [-2.7945, 2.8597, -2.4189], [-1.9321, 1.7699, -3.5257], [-4.1015, 0.7664, -0.5737], [-4.0614, 1.5683, 0.1715], [-4.9231, 0.9803, -1.2630], [-4.3124, -0.1699, -0.0485], [2.5041, -3.0248, 0.0269], [3.4818, -3.4666, -0.1737], [2.2176, -3.2031, 1.0628], [1.7710, -3.4661, -0.6613], [4.2931, -0.7479, -0.0092], [4.4406, -0.4854, 1.0536], [4.9757, -1.5791, -0.2307], [4.5735, 0.1224, -0.6153], [0.2588, 3.2955, 4.0579], [0.0575, 2.0642, 4.5753], [0.0478, 2.0019, 5.9544], [-0.1457, 0.7808, 6.5698], [-0.3596, -0.3999, 5.8598], [-0.4004, -0.3907, 4.4838], [-0.2097, 0.8442, 3.8600], [-0.2193, 0.8782, 2.4957], [-0.5065, -0.0554, 1.6678], [0.4456, 2.0160, 1.9772], [0.3323, 3.1510, 3.0808], [0.1888, 2.9064, 6.5429], [-0.1274, 0.6892, 7.6400], [-0.5133, -1.3773, 6.3106], [-0.5802, -1.2061, 3.7931]],
  "forces_ev_per_a": [[2.9242, -1.1363, -2.0184], [0.3343, -1.0406, -0.6357], [0.1984, 2.1131, -2.0398], [1.1226, 1.0948, 1.1917], [0.9339, -0.5245, 0.6581], [-0.3236, -0.7523, -0.7801], [-2.0972, 0.9621, 0.8249], [2.2427, 0.2649, -0.0897], [-0.3681, -0.3664, -0.5962], [0.6824, -0.4838, 0.3064], [-1.3188, -0.6367, -1.2243], [-0.3993, -0.0307, 0.0606], [-0.4820, -0.1423, -0.2324], [-0.2949, -0.1612, -0.1915], [-0.1082, -0.0096, -0.0765], [-0.0435, 0.1512, -0.0125], [1.6621, -3.5862, -0.7485], [-0.9926, -0.7109, 0.6761], [-0.2792, -0.3826, -0.7190], [-1.6282, 2.8128, 0.8946], [-0.4984, 1.1097, 0.1293], [-1.4619, 1.6231, -1.5113], [0.2655, 1.8202, 2.8798], [0.1715, -1.5200, -1.8267], [0.1895, 0.4851, -0.1539], [0.1820, 0.0581, 0.0482], [-0.0371, -0.0986, -0.1588], [-0.1672, -0.0152, 0.1491], [-0.4251, 0.1685, 0.6278], [-0.1478, -0.1056, -0.0954], [0.1322, -0.0884, 0.0234], [0.0608, 0.1340, -0.0406], [-0.4723, 0.0385, 1.3057], [-0.0366, 0.2028, -0.0252], [0.0768, -0.5692, 0.0907], [0.1620, 0.1779, 0.4174], [-0.1836, 0.2693, 0.4778], [-0.0196, -0.0593, -0.4470], [-0.3985, 0.1318, -0.1416], [-0.1483, -0.1732, 0.1319], [-0.2360, -1.1848, -0.7330], [-0.1266, 0.6223, 0.6617], [-0.0183, -0.1943, 0.7721], [0.0334, 0.0044, 0.0378], [-0.2936, -1.6751, -1.3667], [-0.2789, 0.4496, 1.0246], [0.2268, 1.5192, 0.0658], [0.9558, -2.0429, -1.6237], [-0.1092, 2.1833, 1.5926], [0.4619, -1.5684, -0.1292], [0.1949, 0.7111, 1.3819], [0.0405, -0.1941, -0.2245], [0.0021, 0.2664, 0.3344], [0.1254, 0.4290, 0.4754], [0.0128, -0.3502, 0.6025]],
  "mulliken_spin": [2.096, -0.017, -0.066, 0.010, -0.007, 0.017, -0.013, 0.011, -0.016, -0.005, -0.005, 0.001, -0.001, 0.000, 0.001, 0.001, 0.002, 0.001, 0.001, 0.001, 0.001, 0.002, 0.000, 0.001, -0.001, 0.000, 0.001, 0.000, 0.000, 0.000, 0.000, 0.000, -0.012, 0.000, 0.001, 0.000, -0.002, 0.000, 0.000, 0.000, 0.000, 0.001, 0.000, 0.000, 0.000, 0.000, -0.003, 0.000, 0.000, 0.001, 0.000, 0.000, 0.000, 0.000, 0.000],
  "multiplicity": 3,
  "homo_energy_ha": [-0.427, -0.432],
  "gap_ev": [4.6889, 4.8673],
  "lumo_energy_ev": [-6.939, -6.887],
  "s2": 2.037,
  "e_above_lowest_ev": 1.612,
  "charge": 2
}